[1]
{
  "formula": "FH",
  "method": "ωB97M-V with the def2-TZVPD basis set",
  "symbols": ["H", "F"],
  "xyz": [[0.0000, 0.0000, -0.5129], [0.0000, 0.0000, 0.5129]],
  "mulliken_charge": [0.414, -0.414],
  "charge": 0,
  "homo_lumo_gap_ev": 15.2,
  "e_above_lowest_kj_mol": 23.6,
  "smiles": "F",
  "lumo_ev": 1.02
}


[2]
{
  "formula": "C8H14N",
  "method": "ωB97M-V with the def2-TZVPD basis set",
  "symbols": ["C", "C", "C", "C", "C", "C", "C", "C", "N", "H", "H", "H", "H", "H", "H", "H", "H", "H", "H", "H", "H", "H", "H"],
  "xyz": [[2.2143, -1.9233, 2.3019], [0.1018, 0.6591, -1.4495], [-1.1578, 1.5563, -1.2872], [1.6665, -0.4415, 0.4104], [0.2766, -0.2692, -0.2721], [-0.3588, -1.6766, -0.4845], [-1.0106, 1.8711, 0.1879], [-0.4437, 0.5590, 0.8355], [1.9518, -1.1364, 1.3497], [2.6918, -2.9947, 2.0801], [1.8499, -1.5250, 3.1906], [-0.0979, 0.1056, -2.3515], [0.9204, 1.2403, -1.6121], [-2.0644, 0.9176, -1.4972], [2.3492, 0.3648, 0.1729], [-1.2872, -1.3815, -0.8164], [-0.3328, -2.3351, 0.4155], [0.2973, -2.1563, -1.3152], [-1.9530, 2.2254, 0.6870], [-1.2319, 2.4227, -1.8428], [-0.2819, 2.5472, 0.2750], [-1.0832, -0.1963, 1.4115], [0.3367, 0.8485, 1.6197]],
  "mulliken_charge": [-0.400, -1.332, -0.612, -0.696, 1.594, -1.530, -0.714, -0.892, 0.116, 0.298, 0.365, 0.378, 0.523, 0.259, 0.469, 0.516, 0.420, 0.348, 0.332, 0.443, 0.417, 0.368, 0.331],
  "charge": 1,
  "homo_lumo_gap_ev": [7.4, 6.3],
  "e_above_lowest_kj_mol": 220.2,
  "spin_multiplicity": 3,
  "lumo_ev": [-3.94, -9.15]
}


[3]
{
  "formula": "C50H73BBrO31P",
  "method": "ωB97M-V with the def2-TZVPD basis set",
  "symbols": ["C", "C", "B", "O", "C", "C", "C", "P", "C", "O", "C", "C", "C", "C", "O", "C", "C", "C", "C", "C", "C", "C", "C", "C", "C", "C", "C", "Br", "C", "O", "H", "H", "H", "H", "H", "H", "H", "H", "H", "H", "H", "H", "H", "H", "H", "H", "H", "H", "H", "C", "O", "C", "O", "O", "C", "H", "H", "H", "H", "H", "H", "C", "O", "C", "O", "O", "C", "H", "H", "H", "H", "H", "H", "C", "O", "C", "O", "O", "C", "H", "H", "H", "H", "H", "H", "C", "O", "C", "O", "O", "C", "H", "H", "H", "H", "H", "H", "C", "O", "C", "O", "O", "C", "H", "H", "H", "H", "H", "H", "C", "O", "C", "O", "O", "C", "H", "H", "H", "H", "H", "H", "C", "O", "C", "O", "O", "C", "H", "H", "H", "H", "H", "H", "C", "O", "C", "O", "O", "C", "H", "H", "H", "H", "H", "H", "C", "O", "C", "O", "O", "C", "H", "H", "H", "H", "H", "H"],
  "xyz": [[5.8250, -1.6683, -5.5302], [4.8765, -0.5242, -4.9172], [3.9919, -0.9735, -3.6351], [3.1930, 0.0623, -2.9909], [3.9077, -2.4593, -2.9911], [5.1143, -3.0586, -2.2269], [4.9921, -4.4642, -1.5797], [6.4931, -5.0956, -0.6174], [6.3220, -4.2444, 1.1005], [6.3115, -6.7828, -0.3103], [3.7111, -5.3535, -1.6504], [2.4986, -4.7602, -2.4140], [2.6218, -3.3337, -3.0692], [1.2909, -2.8444, -3.8378], [1.2926, -2.2775, -4.9522], [-0.0817, -3.1943, -3.0591], [-0.2044, -4.6007, -2.3695], [-1.4748, -4.9891, -1.5885], [-2.6178, -3.9096, -1.5070], [-2.4839, -2.5246, -2.1721], [-3.5991, -1.3655, -2.0827], [-3.4374, -0.4130, -0.8409], [-4.3720, 0.7887, -0.5908], [-5.5015, 1.0267, -1.6522], [-5.6774, 0.0535, -2.8898], [-4.7130, -1.1646, -3.1304], [-1.1933, -2.1256, -2.9921], [-1.0664, -0.3396, -3.8619], [1.0932, -5.5482, -2.5262], [1.0256, -6.7889, -2.6815], [5.2006, -2.6098, -5.6716], [6.2024, -1.2673, -6.5470], [6.7171, -1.7911, -4.8291], [5.4589, 0.4250, -4.5937], [4.1225, -0.1522, -5.7141], [3.7707, 0.8619, -3.0633], [6.0693, -2.4461, -2.1588], [5.9078, -3.1806, 1.0162], [7.3309, -4.2531, 1.6315], [5.5614, -4.8396, 1.7397], [5.6668, -6.8238, 0.4458], [3.6015, -6.3731, -1.1526], [-1.5761, -6.0053, -1.0708], [-3.5884, -4.1254, -0.9373], [-2.5934, -0.5986, -0.0897], [-4.2114, 1.4373, 0.3269], [-6.1760, 1.9353, -1.4780], [-6.5231, 0.2650, -3.6240], [-4.7941, -1.8672, -4.0185], [-11.4109, 3.4038, -3.1314], [-10.0124, 3.1431, -3.2489], [-9.4673, 3.5614, -4.4041], [-10.0495, 4.1142, -5.3039], [-8.1594, 3.2554, -4.3786], [-7.4499, 3.6474, -5.5532], [-11.7425, 3.0258, -2.1636], [-11.6069, 4.4778, -3.1671], [-11.9674, 2.8833, -3.9137], [-7.4912, 4.7307, -5.6849], [-7.8475, 3.1355, -6.4324], [-6.4071, 3.3547, -5.4256], [8.8069, 1.9982, -3.9622], [9.3906, 2.6520, -5.0874], [8.6465, 2.5947, -6.2049], [7.5728, 2.0550, -6.3145], [9.3069, 3.2431, -7.1781], [8.6283, 3.2624, -8.4328], [9.4918, 2.1078, -3.1208], [7.8554, 2.4643, -3.6964], [8.6729, 0.9326, -4.1622], [7.6699, 3.7786, -8.3447], [8.4872, 2.2473, -8.8103], [9.2517, 3.8102, -9.1403], [7.3597, 0.0697, 3.1546], [8.7683, 0.0575, 3.3738], [9.4924, -0.2657, 2.2872], [9.0540, -0.5325, 1.1927], [10.7904, -0.2397, 2.6312], [11.6841, -0.5651, 1.5679], [6.8758, 0.3433, 4.0928], [7.0944, 0.8140, 2.4006], [7.0069, -0.9214, 2.8606], [11.5904, 0.1545, 0.7517], [11.5035, -1.5811, 1.2099], [12.7006, -0.5127, 1.9592], [-8.5186, 4.6728, -0.6524], [-8.4835, 5.4532, 0.5429], [-7.9899, 4.8047, 1.6106], [-7.5945, 3.6637, 1.6272], [-8.0130, 5.6470, 2.6560], [-7.5126, 5.0890, 3.8707], [-8.9334, 5.2937, -1.4470], [-7.5107, 4.3691, -0.9440], [-9.1637, 3.8008, -0.5246], [-6.4646, 4.8011, 3.7597], [-8.1177, 4.2342, 4.1800], [-7.5801, 5.8568, 4.6422], [-11.8433, 2.8069, 1.1553], [-12.7116, 2.0950, 2.0337], [-13.9684, 1.9644, 1.5771], [-14.3887, 2.3873, 0.5278], [-14.6746, 1.2808, 2.4924], [-16.0393, 1.0657, 2.1370], [-10.8582, 2.8526, 1.6219], [-11.7483, 2.2847, 0.2005], [-12.2007, 3.8282, 1.0043], [-16.1106, 0.4748, 1.2213], [-16.5628, 2.0177, 2.0244], [-16.5102, 0.5065, 2.9462], [8.2421, -7.7697, 2.1010], [8.2854, -6.9886, 3.2962], [8.7790, -7.6385, 4.3627], [9.1688, -8.7811, 4.3786], [8.7626, -6.7942, 5.4083], [9.2631, -7.3534, 6.6215], [7.8277, -7.1456, 1.3074], [9.2473, -8.0793, 1.8066], [7.5924, -8.6382, 2.2318], [10.3090, -7.6463, 6.5082], [8.6546, -8.2054, 6.9332], [9.2017, -6.5850, 7.3928], [-11.3223, 10.5264, 5.2293], [-10.5305, 10.6009, 4.0454], [-9.8992, 9.4567, 3.7319], [-9.9545, 8.4231, 4.3536], [-9.1964, 9.6641, 2.6071], [-8.4696, 8.5222, 2.1537], [-11.7830, 11.5027, 5.3841], [-12.1154, 9.7839, 5.1166], [-10.6988, 10.2972, 6.0963], [-9.1486, 7.7016, 1.9189], [-7.7334, 8.2135, 2.8986], [-7.9402, 8.8030, 1.2421], [-5.1359, 5.6252, 0.5849], [-5.1017, 5.8885, -0.8171], [-4.2000, 6.8158, -1.1823], [-3.4558, 7.4103, -0.4424], [-4.2731, 6.9645, -2.5155], [-3.3638, 7.9265, -3.0473], [-5.8959, 4.8641, 0.7638], [-4.1738, 5.2385, 0.9285], [-5.4113, 6.5256, 1.1395], [-2.3311, 7.6318, -2.8486], [-3.5684, 8.9180, -2.6373], [-3.5108, 7.9626, -4.1273], [11.3963, -10.4328, 6.3515], [11.9336, -10.6856, 7.6501], [13.2520, -10.9428, 7.6608], [13.9764, -10.9732, 6.6964], [13.6233, -11.1604, 8.9341], [15.0106, -11.4484, 9.0973], [10.3295, -10.2382, 6.4627], [11.8630, -9.5515, 5.9062], [11.5223, -11.3044, 5.7057], [15.6211, -10.6074, 8.7612], [15.2806, -12.3607, 8.5608], [15.1954, -11.6058, 10.1606]],
  "mulliken_charge": [-0.946, -0.229, 0.557, -0.559, 0.387, -0.696, 0.691, -0.149, -0.875, -0.529, -0.785, 0.495, 0.055, -0.225, -0.519, 0.650, 0.401, -0.746, -0.463, 0.475, -0.068, -0.207, -0.450, -0.313, -0.488, -0.265, -0.424, -0.095, 0.129, -0.523, 0.303, 0.315, 0.208, 0.075, 0.223, 0.297, 0.299, 0.310, 0.269, 0.318, 0.323, 0.262, 0.339, 0.354, 0.299, 0.341, 0.379, 0.344, 0.359, -0.502, -0.222, 0.691, -0.554, -0.188, -0.724, -0.002, 0.322, 0.348, 0.314, 0.326, 0.222, -0.544, -0.315, 0.797, -0.533, -0.332, -0.610, 0.207, 0.272, 0.254, 0.285, 0.289, 0.220, -0.479, -0.310, 0.820, -0.549, -0.319, -0.608, 0.220, 0.284, 0.161, 0.278, 0.290, 0.217, -0.358, -0.235, 0.484, -0.576, -0.021, -0.842, 0.212, 0.228, 0.223, 0.302, 0.297, 0.244, -0.518, -0.347, 0.719, -0.543, -0.330, -0.619, 0.235, 0.230, 0.350, 0.293, 0.289, 0.220, -0.336, -0.231, 0.746, -0.548, -0.319, -0.539, -0.035, 0.325, 0.306, 0.211, 0.277, 0.247, -0.619, -0.340, 0.725, -0.544, -0.330, -0.393, 0.217, 0.290, 0.287, 0.262, 0.218, 0.237, -0.428, -0.036, 0.571, -0.552, -0.295, -0.665, -0.064, 0.402, 0.285, 0.296, 0.290, 0.219, -0.524, -0.295, 0.742, -0.531, -0.317, -0.622, 0.149, 0.259, 0.340, 0.288, 0.290, 0.220],
  "charge": 0,
  "homo_lumo_gap_ev": 7.4,
  "smiles": "CCB(O)c1cc(P(C)O)cc2c1C(=O)c1c(ccc(-c3ccccc3)c1Br)C2=O.COC(=O)OC.COC(=O)OC.COC(=O)OC.COC(=O)OC.COC(=O)OC.COC(=O)OC.COC(=O)OC.COC(=O)OC.COC(=O)OC",
  "lumo_ev": -1.10
}


[4]
{
  "formula": "C28H76Li3N8O14",
  "method": "ωB97M-V with the def2-TZVPD basis set",
  "symbols": ["Li", "Li", "Li", "O", "C", "C", "O", "H", "H", "H", "H", "C", "O", "N", "N", "H", "H", "H", "H", "C", "O", "N", "N", "H", "H", "H", "H", "C", "O", "C", "C", "N", "C", "C", "O", "C", "H", "H", "H", "H", "H", "H", "H", "H", "H", "H", "H", "H", "H", "H", "H", "C", "O", "C", "C", "N", "C", "C", "O", "C", "H", "H", "H", "H", "H", "H", "H", "H", "H", "H", "H", "H", "H", "H", "H", "C", "O", "C", "C", "N", "C", "C", "O", "C", "H", "H", "H", "H", "H", "H", "H", "H", "H", "H", "H", "H", "H", "H", "H", "C", "O", "C", "C", "N", "C", "C", "O", "C", "H", "H", "H", "H", "H", "H", "H", "H", "H", "H", "H", "H", "H", "H", "H", "O", "H", "H", "O", "H", "H"],
  "xyz": [[2.5994, -1.3682, 2.3505], [2.4519, 1.1054, 3.4630], [4.5402, 1.3542, 2.0682], [1.0715, -0.1914, 2.6027], [0.6897, 0.5712, 1.4917], [1.5210, 1.8244, 1.0812], [2.7488, 2.1298, 1.7063], [-0.3740, 0.8594, 1.5364], [0.7079, -0.1127, 0.6260], [0.8273, 2.6722, 1.1461], [1.7364, 1.6649, 0.0160], [-1.0876, 0.0958, -2.4628], [-1.1797, 0.0289, -3.6671], [-0.4765, -0.8851, -1.7050], [-1.6357, 1.0861, -1.6825], [-0.4497, -0.8536, -0.7049], [-0.1803, -1.7145, -2.1834], [-1.5848, 1.0573, -0.6795], [-1.8460, 2.0067, -2.0398], [4.7968, 4.8450, -0.1821], [5.5572, 5.6827, -0.6010], [3.4424, 4.9780, -0.1413], [5.2565, 3.6319, 0.3374], [2.8228, 4.2427, 0.1515], [3.0080, 5.8248, -0.4557], [4.5869, 3.0336, 0.7850], [6.2354, 3.4251, 0.2988], [-1.6820, -2.4527, 1.3127], [-2.0067, -3.4049, 0.3605], [-1.2538, -4.6150, 0.5509], [-1.5550, -5.5328, -0.6097], [-2.8365, -6.1488, -0.3956], [-3.4183, -6.9589, -1.4383], [-2.4313, -7.9133, -2.0562], [-1.9132, -8.8539, -1.1494], [-1.3375, -9.9689, -1.7862], [-2.4056, -1.6373, 1.3289], [-0.6567, -2.0924, 1.1335], [-1.7254, -2.8340, 2.3444], [-1.5501, -5.0730, 1.5016], [-0.2044, -4.2873, 0.6187], [-0.7560, -6.2854, -0.6093], [-1.5876, -4.9493, -1.5410], [-3.4333, -5.7010, 0.2735], [-3.7220, -6.3051, -2.2792], [-4.3138, -7.4367, -1.0490], [-1.6597, -7.3793, -2.6268], [-3.0071, -8.4651, -2.8219], [-2.0421, -10.5651, -2.3704], [-0.9023, -10.5523, -0.9746], [-0.4963, -9.6659, -2.4257], [-6.1518, 0.8504, 1.2824], [-4.9595, 1.5491, 1.5210], [-4.7466, 2.6232, 0.5928], [-3.3103, 3.0166, 0.7264], [-3.1592, 3.6993, 2.0066], [-1.8532, 4.2723, 2.2758], [-1.5196, 5.3827, 1.3056], [-0.1291, 5.6683, 1.3539], [0.3764, 6.4214, 0.2602], [-6.2261, 0.0681, 2.0358], [-6.1294, 0.3517, 0.3022], [-7.0446, 1.4830, 1.3229], [-5.4397, 3.4515, 0.7807], [-5.0650, 2.2051, -0.3748], [-2.9837, 3.6468, -0.0958], [-2.7338, 2.0749, 0.7544], [-3.5017, 3.1072, 2.7487], [-1.0822, 3.4772, 2.3129], [-1.8878, 4.7113, 3.2757], [-2.0391, 6.2934, 1.6254], [-1.8380, 5.1467, 0.2861], [-0.3548, 7.1663, -0.0645], [0.6552, 5.7640, -0.5691], [1.2421, 6.9484, 0.6587], [3.3186, -2.2032, -0.8231], [3.7663, -2.1597, 0.5257], [4.1056, -3.4684, 0.9817], [3.8764, -3.6478, 2.4754], [2.4706, -3.3382, 2.8271], [2.2976, -3.3008, 4.2945], [0.8351, -3.2348, 4.5854], [0.2023, -4.3498, 4.0011], [-0.8757, -4.8452, 4.7389], [3.1430, -1.2045, -1.2197], [2.4169, -2.8091, -0.9378], [4.1015, -2.6187, -1.4694], [5.1526, -3.6860, 0.7637], [3.4289, -4.1597, 0.4691], [4.5114, -2.9355, 3.0197], [4.1534, -4.6879, 2.6693], [1.9411, -4.1322, 2.4756], [2.8252, -2.4391, 4.7306], [2.8010, -4.1508, 4.7752], [0.4156, -2.3273, 4.1147], [0.6066, -3.0451, 5.6401], [-1.4138, -5.5926, 4.1533], [-1.6163, -4.0903, 5.0252], [-0.5648, -5.3737, 5.6499], [2.9937, 2.6008, -6.6363], [3.1897, 3.1839, -5.3738], [2.9105, 2.3001, -4.3330], [2.7167, 3.0606, -3.0350], [1.6537, 4.0371, -3.0596], [0.3375, 3.4368, -3.2056], [-0.7687, 4.4688, -3.3654], [-1.9847, 3.8126, -3.0134], [-3.1316, 4.5901, -3.3588], [3.4050, 3.2222, -7.4247], [1.9237, 2.4387, -6.8216], [3.4760, 1.6145, -6.6742], [3.7413, 1.5814, -4.1962], [2.0435, 1.6612, -4.5602], [3.6467, 3.5632, -2.7467], [2.6165, 2.3198, -2.2296], [1.8089, 4.6543, -3.8505], [0.1255, 2.8023, -2.3473], [0.2875, 2.8349, -4.1239], [-0.8271, 4.7622, -4.4194], [-0.5964, 5.3473, -2.7318], [-3.9231, 4.3215, -2.6578], [-3.4594, 4.3239, -4.3649], [-2.9397, 5.6591, -3.2563], [-1.5825, 0.0581, 3.9832], [-0.6527, 0.1153, 3.7220], [-2.0725, 0.5173, 3.2949], [1.5831, 4.6028, 3.1256], [1.8384, 3.7776, 2.7067], [0.7339, 4.8367, 2.7168]],
  "mulliken_charge": [0.701, 0.895, 0.853, -1.291, 1.985, 0.869, -1.045, -0.783, -0.966, -0.390, 0.002, 0.500, -0.695, 0.135, 0.011, -0.111, 0.163, 0.010, 0.267, 0.460, -0.664, 0.080, -0.311, -0.109, 0.076, 0.206, 0.161, -0.114, -0.396, -0.152, -0.537, -0.150, -0.848, -0.477, -0.334, -0.754, 0.295, -0.175, 0.206, 0.247, -0.064, 0.278, 0.272, 0.226, 0.307, 0.452, 0.322, 0.462, 0.303, 0.250, 0.317, -0.843, -0.243, -1.103, 0.870, -0.386, -0.435, -0.137, -0.254, -0.535, 0.258, 0.328, 0.317, 0.430, 0.464, -0.022, -0.490, 0.360, -0.037, 0.349, 0.297, 0.211, 0.391, -0.131, 0.312, -0.678, -0.223, -0.595, -0.743, -0.009, -0.802, -0.075, -0.296, -0.996, 0.132, 0.252, 0.376, 0.407, 0.436, 0.340, 0.406, 0.077, 0.350, 0.375, -0.173, 0.531, 0.264, 0.378, 0.392, -0.762, -0.336, -0.893, 0.216, -0.302, 0.472, -0.795, -0.250, -0.938, 0.256, 0.296, 0.316, 0.452, 0.438, 0.269, -0.297, 0.416, -0.425, 0.232, 0.375, 0.339, 0.215, 0.288, 0.407, -0.693, 0.299, 0.314, -0.735, 0.400, 0.386],
  "charge": 1,
  "homo_lumo_gap_ev": 4.5,
  "lumo_ev": -5.32
}


Molar mass: 20.01; 124.21; 1291.79; 769.78 (g/mol)
DFT total energy: -2733.4672; -9998.9742; -196503.4098; -71462.1320 (eV)